(1)
45
Properties=species:S:1:pos:R:3 method="wB97M-V/def2-TZVPD" homo_energy_ev=-8.2 gap_ev=7.77
C 3.110 0.549 0.135
H -1.395 -2.831 -1.020
C 2.124 -0.416 0.478
H 3.467 -1.876 0.414
H 0.083 -0.789 0.938
H 2.003 -3.913 -1.145
C 1.195 -3.338 -0.693
H -2.615 1.259 2.080
H -2.537 3.815 -1.080
C -0.071 -4.194 -0.617
C -3.138 1.748 -1.047
H -2.126 -1.215 0.496
H 2.150 -3.636 1.227
O 4.841 -0.915 -0.014
H 0.023 -4.940 0.174
H -1.336 0.069 2.265
O -1.205 -3.425 -0.284
C -2.092 2.845 -0.856
C 1.286 2.260 0.215
H -3.950 1.881 -0.330
N 3.313 2.975 -0.349
C 2.663 1.884 -0.007
C -2.581 -0.224 0.504
N 2.480 -1.702 0.627
H -3.156 -0.347 -1.540
H -0.762 3.679 0.616
H -0.228 -4.716 -1.570
O 5.202 1.165 -0.422
H -3.564 1.866 -2.046
C 0.312 1.288 0.625
O 2.417 3.965 -0.350
H -3.617 -0.354 0.822
N 4.450 0.261 -0.111
C 1.611 -2.843 0.702
H 0.999 -2.472 -1.332
C -1.868 0.681 1.532
C -1.524 2.901 0.565
N -0.948 1.636 0.962
C 0.782 -0.012 0.691
N 1.195 3.550 -0.014
H -2.323 3.146 1.270
H -1.270 2.688 -1.558
H -1.545 0.324 -1.311
C -2.566 0.332 -0.921
H 0.714 -2.613 1.280

***

(2)
95
Properties=species:S:1:pos:R:3 method="wB97M-V/def2-TZVPD" homo_energy_ev=-7.6 gap_ev=7.54
P 0.047 0.751 -2.195
H 1.477 3.158 -3.552
H 2.127 0.432 -0.574
C -3.489 0.029 3.443
O -0.278 0.634 5.528
H -1.401 -3.957 -2.775
H -4.464 0.173 2.984
S -2.416 -0.676 2.132
H -5.096 0.692 1.022
C 2.786 0.763 0.226
H -3.754 1.619 4.841
H -4.014 4.549 -3.542
C 2.508 -0.036 -3.108
H 2.147 -2.616 6.238
C 1.229 -2.119 3.020
C -3.231 3.839 -3.306
C -1.188 1.996 -2.750
H 5.269 1.416 -4.422
C -0.710 -1.942 -2.582
C 0.397 -3.231 2.865
H -4.812 2.130 2.549
H 4.447 -0.781 -3.614
C -0.485 -0.712 -3.192
H -3.581 -0.759 4.191
H -0.008 3.749 -2.316
H 3.756 2.212 -1.016
C -3.491 2.476 -3.337
C 3.551 0.589 2.492
C -1.165 -3.041 -3.304
C -1.965 4.281 -2.957
H -2.709 0.507 -3.086
C 3.030 -4.080 -1.440
H 5.127 1.923 3.036
O -1.412 -3.192 -0.367
O 1.906 1.552 4.936
H -4.314 -1.644 1.084
C -0.662 -0.618 -4.575
C 4.257 1.314 -4.052
C 1.846 -1.903 4.247
C -4.071 3.135 0.782
H 0.684 -4.591 5.953
C 3.797 0.085 -3.597
H -1.753 5.341 -2.902
Pb -0.711 1.337 1.314
H 2.416 -1.005 4.434
H -2.083 1.051 4.740
C 3.710 1.760 -0.031
C -2.481 1.566 -3.061
C -4.380 0.346 0.279
H -0.480 0.327 -5.073
C 4.480 1.591 2.235
H -3.425 3.981 0.533
C -1.342 -2.926 -4.671
C 2.113 2.287 -3.535
S -2.511 2.707 3.129
C -0.961 3.369 -2.658
C 1.211 -2.689 -0.724
H 3.751 3.369 -4.389
C 3.775 -3.655 -0.342
O 0.371 0.811 3.214
C -1.074 -1.716 -5.308
C 0.198 -4.112 3.914
S -3.345 1.772 -0.180
C -3.607 -0.876 0.767
C -4.137 2.938 2.280
H 3.451 -4.783 -2.146
H 3.825 -2.404 1.395
S 0.491 1.490 4.629
O -0.131 2.813 4.447
H 4.772 -4.048 -0.181
C 3.246 -2.734 0.541
C -2.980 1.277 4.152
H 3.489 0.189 3.491
C 1.666 -2.805 5.287
H 5.270 2.980 0.803
H 1.182 -3.935 -2.489
H -5.059 3.333 0.366
H -4.934 0.057 -0.615
H -0.471 -4.955 3.785
H -1.686 -3.778 -5.243
H -4.482 2.118 -3.588
H -1.201 -1.631 -6.380
C 1.748 -3.602 -1.631
S -0.497 -2.093 -0.801
C 1.643 1.064 -3.067
C 0.842 -3.907 5.128
H -0.109 -3.418 1.923
H -2.999 -1.302 -0.034
C 1.957 -2.228 0.362
H -4.537 3.853 2.723
H 2.170 -1.005 -2.755
C 2.693 0.164 1.487
C 3.408 2.408 -4.029
P 1.269 -0.984 1.584
C 4.560 2.184 0.984

***

(3)
9
Properties=species:S:1:pos:R:3 method="wB97M-V/def2-TZVPD" homo_energy_ev=-10.0 gap_ev=9.78
O 3.892 0.671 0.416
H -0.092 -0.114 -1.057
H -0.766 0.139 0.629
O 1.312 0.667 0.396
N 0.175 -1.565 0.221
O 2.434 -1.571 -0.176
N 1.165 -2.212 0.204
C 0.226 -0.147 0.039
S 2.781 0.306 -0.333

***

(4)
20
Properties=species:S:1:pos:R:3 method="wB97M-V/def2-TZVPD" homo_energy_ev=-9.0 gap_ev=10.21
H -1.457 -0.795 0.792
H 1.474 -2.029 -1.575
H 2.115 0.346 -2.336
H 3.123 -0.343 -1.342
C 1.174 -1.057 -1.184
N 2.172 0.014 -1.377
C -0.650 0.975 1.566
H -0.326 2.003 1.439
H -0.769 -1.495 -1.853
H -1.891 0.533 -1.265
H 1.052 -1.099 -0.098
C -0.820 0.575 3.020
H -0.541 1.344 3.714
H -0.322 -0.381 3.167
H -1.866 0.243 3.154
C -0.165 -0.588 -1.722
H -0.425 1.449 -1.041
C -0.868 0.470 -0.873
H -0.076 -0.306 -2.779
C -0.935 0.141 0.593

***

(5)
12
Properties=species:S:1:pos:R:3 method="wB97M-V/def2-TZVPD" homo_energy_ev=-8.4 gap_ev=8.82
H 0.207 1.089 0.152
H -2.652 1.905 -0.097
N 0.367 0.079 0.150
O -0.810 -0.661 0.087
C 1.514 -0.561 -0.014
H -2.928 -1.622 0.123
H 1.373 -1.635 -0.122
N -3.023 -0.652 -0.137
C -1.914 0.146 -0.009
N -1.778 1.405 -0.013
S 2.990 0.154 -0.045
H -3.915 -0.244 0.112

***

(6)
5
Properties=species:S:1:pos:R:3 method="wB97M-V/def2-TZVPD" homo_energy_ev="-13.6 / -13.6" s2=2.01 total_charge=+1 multiplicity=3 gap_ev="8.22 / 6.77"
S -0.510 -0.922 0.946
F -2.232 -0.377 0.792
O 1.381 1.588 0.314
Ce 1.357 0.681 -1.581
O 0.004 -0.969 -0.471

***

(7)
36
Properties=species:S:1:pos:R:3 method="wB97M-V/def2-TZVPD" homo_energy_ev=-13.6 total_charge=+1 gap_ev=10.20
H 2.148 -0.129 -0.901
H 0.960 0.734 0.046
N -1.276 2.358 3.119
C 1.230 0.461 -0.976
N 2.521 -2.025 0.457
H 0.332 -3.874 1.772
H -0.923 0.533 -2.872
H -0.760 -0.345 1.577
H 1.894 -4.655 2.066
C 1.286 -4.146 1.320
H -2.515 -3.624 -0.542
N 1.164 4.013 -1.964
H -2.356 -2.051 0.232
O -0.316 -1.317 -0.882
N -3.659 -3.934 2.377
H -1.299 -0.795 3.200
H -0.831 4.705 0.447
H -3.907 -2.537 -0.463
C -1.002 1.262 2.916
N 1.501 1.672 -1.755
H 1.100 -4.830 0.494
C 0.958 2.826 -1.367
C -3.030 -2.890 0.077
S 2.504 1.587 -3.133
N 0.440 4.928 -1.250
C -0.170 4.250 -0.280
C 1.974 -2.958 0.839
H 0.407 5.912 -1.473
H 1.736 4.250 -2.761
N 0.117 2.966 -0.323
O -0.266 -0.173 -2.821
H 3.587 2.161 -2.573
C 0.119 -0.419 -1.528
C -0.648 -0.125 2.639
C -3.403 -3.472 1.358
H 0.383 -0.317 2.930

***

(8)
13
Properties=species:S:1:pos:R:3 method="wB97M-V/def2-TZVPD" homo_energy_ev=-13.9 total_charge=+1 gap_ev=8.91
H 1.778 -1.346 -0.666
H -1.281 0.695 -1.540
H -2.675 -0.970 -0.443
O -0.738 0.616 -0.750
H 2.512 1.134 0.551
C -1.471 0.419 0.441
N 1.600 -0.410 -0.304
H 0.599 -0.028 -0.499
H 3.612 -0.251 0.007
H -3.046 -0.614 1.356
H -1.073 1.031 1.237
C -2.447 -0.464 0.487
C 2.631 0.189 0.124

***

(9)
52
Properties=species:S:1:pos:R:3 method="wB97M-V/def2-TZVPD" homo_energy_ev=-9.5 gap_ev=10.21
H 0.639 1.504 -2.495
H 3.438 0.648 -0.788
C 0.553 -4.466 -0.378
H -4.613 1.139 0.200
C -5.830 3.615 0.282
H 0.022 -6.197 0.862
H -3.485 2.154 -1.564
C -5.118 3.556 -1.084
H 2.092 -5.921 1.904
H -3.265 1.848 1.117
H 0.638 1.406 -0.039
C 3.624 1.239 0.110
C 0.270 -5.143 0.961
C 1.597 -4.963 1.737
C 1.652 -3.475 -0.016
H -0.547 -4.636 1.471
H -0.768 2.376 -0.380
O -1.105 0.330 0.028
H 2.109 0.584 1.545
C -0.241 1.053 -2.021
H 2.253 -3.161 -0.867
H 5.601 2.306 2.404
H 3.430 -0.559 1.433
H 0.689 -0.863 -1.704
O 3.866 1.234 2.395
H 5.838 0.599 2.251
H -5.958 4.628 0.664
H -6.820 3.149 0.230
H -1.055 1.532 -2.573
O -5.039 2.886 1.215
H 5.725 0.672 -0.049
H -5.698 2.950 -1.781
H 3.082 2.183 0.072
H 1.229 -2.587 0.477
C -0.341 1.381 -0.529
H -1.434 -1.620 -0.489
H -2.968 3.561 -0.664
C -4.124 2.081 0.493
H 5.494 2.371 -0.087
C -1.377 -0.643 -0.965
C 3.186 0.509 1.382
C 5.181 1.419 1.928
C 5.113 1.465 0.387
H 0.875 -5.143 -1.169
H -0.616 -0.890 -2.961
H -4.988 4.540 -1.529
C -3.787 2.850 -0.779
O 2.458 -4.165 0.933
H -2.311 -0.428 -1.502
C -0.274 -0.462 -2.020
H 1.439 -4.493 2.713
H -0.333 -3.953 -0.761

***

(10)
16
Properties=species:S:1:pos:R:3 method="wB97M-V/def2-TZVPD" homo_energy_ev=-7.6 gap_ev=8.57
H -1.371 0.926 2.095
N -0.815 0.720 -1.836
N -1.893 0.145 1.714
N 2.589 -1.320 0.050
H -1.205 1.504 -2.358
H 2.600 -2.018 -0.674
C 1.934 -0.115 0.047
H -1.009 1.905 -0.072
H -1.730 -0.661 2.297
H 1.236 -0.007 -0.789
C -1.551 -0.077 0.363
C -1.126 0.895 -0.445
H 3.219 -1.424 0.831
H -1.637 -1.105 0.030
O 2.126 0.692 0.923
H -1.366 -0.062 -2.174

***

(11)
6
Properties=species:S:1:pos:R:3 method="wB97M-V/def2-TZVPD" homo_energy_ev="-3.5 / -3.5" total_charge=-1 gap_ev="7.61 / 7.61"
H -1.320 0.273 -0.924
S 1.054 0.237 0.394
O 1.605 1.017 -0.727
P -1.125 0.733 0.360
H -1.435 -0.483 0.928
O 1.222 -1.777 -0.030

***

(12)
25
Properties=species:S:1:pos:R:3 method="wB97M-V/def2-TZVPD" homo_energy_ev=-7.7 gap_ev=8.40
C 1.454 -2.206 -1.834
H -2.184 1.753 1.039
H 0.157 2.372 -0.631
H 2.604 0.952 -0.315
H 2.684 -0.459 2.192
N 0.076 -0.273 -0.905
C -1.369 -0.736 -0.913
C -0.252 1.867 0.191
C -1.860 -0.012 0.340
H -2.016 -0.402 -1.771
N 2.813 -0.376 1.177
H -0.834 0.141 2.281
H 0.279 0.262 -1.708
H -1.499 -1.851 -0.788
O 2.353 -1.511 -1.983
H -0.043 2.521 1.023
C -1.763 1.424 0.155
H -0.479 -1.446 1.366
H 2.624 -1.199 0.590
C -0.715 -0.274 1.279
H -2.868 -0.360 0.759
H -2.271 1.744 -0.690
N 2.153 0.693 0.675
C 0.270 0.400 0.319
O 0.687 -3.023 -1.848

***

(13)
68
Properties=species:S:1:pos:R:3 method="wB97M-V/def2-TZVPD" homo_energy_ev=-6.1 total_charge=-1 gap_ev=8.30
C -2.624 -1.098 -2.066
C 3.448 -0.050 3.324
H -0.872 -0.787 -3.624
C -5.854 -3.281 3.474
H -4.746 -4.447 4.907
H -2.765 -1.977 -1.271
H 2.358 -0.488 3.319
H -3.038 1.053 0.659
O 3.512 -3.219 -0.528
H 2.138 3.541 1.909
H -4.916 -2.740 0.251
H 3.088 4.435 -2.584
C -3.769 -4.399 2.988
O 2.363 6.346 -0.203
C -0.067 -0.328 -1.499
H -2.531 -0.766 0.599
S 3.989 -1.917 -1.285
H 1.391 1.926 -2.405
H -5.693 1.353 -0.427
H 3.805 3.645 -1.029
H -0.621 -2.321 -2.494
C 3.516 0.966 -1.865
C -3.815 -3.918 1.680
C 4.355 -0.567 2.017
P 2.806 -0.243 -0.577
H -4.401 2.800 -0.680
C 1.464 -0.789 -1.835
C 2.534 2.157 -2.398
H 3.849 0.359 -2.839
C -1.031 -1.220 -2.541
H 1.448 -1.983 -1.780
O 1.643 4.211 -1.030
H 4.420 -1.726 1.921
H 3.884 4.229 1.480
H -5.835 2.496 -1.946
N -2.950 0.204 -1.368
O 3.824 -2.231 -2.789
H 3.318 1.128 3.189
C -5.069 1.967 -1.210
O -4.174 1.080 -3.424
H -3.021 -4.167 0.980
C -4.010 1.011 -2.084
H -3.308 -1.343 -2.990
C -5.903 -2.804 2.165
H -6.737 -2.185 1.843
C -4.786 -4.077 3.887
F 5.666 -1.786 -0.974
H -6.649 -3.034 4.173
Cl 1.539 1.238 0.327
H -4.354 -0.305 0.305
H -2.939 -5.024 3.308
C -4.881 -3.117 1.269
H 3.841 1.397 1.006
H 2.820 2.324 -3.547
C 2.221 5.038 0.064
H 2.573 5.331 2.312
I 6.438 -0.047 2.678
H -0.463 -0.609 -0.433
H 4.520 1.520 -1.528
C 4.139 0.291 0.662
H 1.826 -0.499 -2.922
C -3.245 0.024 0.106
H 5.231 0.433 0.197
H -0.333 0.784 -1.744
C 2.856 3.651 -1.714
Cl 1.878 -1.644 0.770
C 2.737 4.468 1.514
H 3.963 -0.268 4.352